(1)
# O4S2

A cluster of 2 separate species, O4S2 in total (ωB97M-V/def2-TZVPD, the Open Molecules 2025 dataset).

Geometry as ORCA input:
```
! RIJCOSX wB97M-V def2-TZVPD def2/J DEFGRID3
* xyz 0 1
O -0.618 0.414 -0.564
O 1.422 -1.341 0.166
O -2.940 0.155 -0.092
O 2.049 0.990 0.592
S -1.634 -0.168 0.272
S 1.721 -0.050 -0.374
*
```

## Properties
HOMO = -0.42112 hartree
electronic energy = -29859.336 eV
ΔE to the lowest compared entry with this formula, charge and spin = 4.5 kcal/mol
LUMO = -1.65 eV



(2)
# C8H15NO

An isolated molecule of C8H15NO (ωB97M-V/def2-TZVPD, the Open Molecules 2025 dataset).

Geometry as ORCA input:
```
! RIJCOSX wB97M-V def2-TZVPD def2/J DEFGRID3
* xyz 0 1
C -0.144 -2.493 0.114
C -0.174 -1.255 -0.776
C -0.367 0.060 -0.023
C 0.755 0.360 0.992
C 2.154 0.191 0.452
N 2.561 1.007 -0.539
C -0.711 1.293 -0.908
C -1.844 1.664 0.072
C -1.752 0.242 0.665
H -0.259 -3.406 -0.487
H 0.803 -2.574 0.664
H -0.963 -2.470 0.849
H 0.747 -1.203 -1.378
H -1.005 -1.347 -1.493
H 0.633 1.388 1.364
H 0.655 -0.317 1.852
H 0.082 2.034 -1.076
H -1.099 0.979 -1.887
H -1.537 2.437 0.790
H -2.806 1.960 -0.366
H -2.503 -0.435 0.235
H -1.779 0.144 1.760
O 2.880 -0.786 0.689
H 2.341 1.991 -0.472
H 3.330 0.536 -1.095
*
```

## Properties
HOMO = -0.35271 hartree
electronic energy = -12076.735 eV
ΔE to the lowest compared entry with this formula, charge and spin = 18.4 kcal/mol
SMILES string = CCC1(CC(N)=O)CCC1
LUMO = 0.77 eV



(3)
# C16H28BCl2FI2N2O5P

A structure of composition C16H28BCl2FI2N2O5P (ωB97M-V/def2-TZVPD, the Open Molecules 2025 dataset).

Geometry as ORCA input:
```
! RIJCOSX wB97M-V def2-TZVPD def2/J DEFGRID3
* xyz 1 1
C 3.172 -3.379 0.448
O 4.332 -2.621 0.076
C 4.187 -2.033 -1.233
C 4.353 -0.457 -1.063
C 3.218 -0.002 -0.018
C 2.747 1.475 -0.405
C 1.316 1.547 -1.053
N 0.258 0.819 -0.318
C -0.004 0.660 1.060
C 0.853 1.225 2.236
B 1.638 0.032 3.027
O 1.018 -1.211 3.280
O 2.973 0.137 3.467
C -1.224 -0.128 1.306
C -1.880 -0.493 2.669
C -2.448 -1.961 2.759
F -3.872 -1.874 2.924
N -1.677 -0.453 -0.016
C -2.888 -1.213 -0.306
I -2.907 -3.283 -0.903
C -4.088 -0.562 -0.157
C -4.158 0.928 0.314
I -5.996 -1.517 -0.545
C -0.782 0.113 -0.920
P -1.066 -0.118 -2.779
O -2.600 0.483 -3.145
O -1.011 -1.742 -3.159
H 2.327 -2.758 0.863
H 2.762 -3.932 -0.447
H 3.481 -4.101 1.252
H 3.135 -2.181 -1.630
H 4.971 -2.375 -1.960
H 5.366 -0.152 -0.696
H 4.201 0.000 -2.080
H 3.770 0.099 0.963
H 2.379 -0.741 0.026
H 3.468 1.828 -1.204
H 2.895 2.208 0.445
H 1.404 1.078 -2.079
H 0.994 2.613 -1.256
H 1.519 2.081 1.965
H 0.114 1.634 2.996
H 1.638 -1.804 3.744
H 3.324 1.034 3.327
H -2.776 0.197 2.777
H -1.216 -0.229 3.542
H -2.247 -2.602 1.866
H -2.073 -2.422 3.713
H -3.314 1.565 -0.068
H -4.138 0.910 1.446
H -5.124 1.430 0.022
H -2.488 1.456 -3.031
H -0.154 -1.995 -3.542
C -3.540 4.708 -3.710
Cl -4.271 3.632 -4.901
Cl -2.765 3.789 -2.406
H -2.789 5.322 -4.201
H -4.313 5.340 -3.282
*
```

## Properties
HOMO = -0.42502 hartree
electronic energy = -84186.752 eV
ΔE to the lowest compared entry with this formula, charge and spin = 0.0 kcal/mol
LUMO = -3.52 eV



(4)
# C42H105N7O14

A cluster of 7 separate species, C42H105N7O14 in total (ωB97M-V/def2-TZVPD, the Open Molecules 2025 dataset).

Geometry as ORCA input:
```
! RIJCOSX wB97M-V def2-TZVPD def2/J DEFGRID3
* xyz 1 2
C -5.293 -5.316 0.866
O -4.669 -4.445 -0.143
C -5.245 -4.581 -1.446
C -6.584 -3.667 -1.639
N -7.805 -4.521 -1.515
C -9.080 -3.885 -1.539
C -9.411 -2.902 -0.361
O -9.187 -3.605 0.914
C -8.945 -2.757 2.020
H -4.747 -5.238 1.806
H -5.453 -6.319 0.469
H -6.250 -4.903 1.186
H -5.406 -5.625 -1.714
H -4.386 -4.326 -2.067
H -6.382 -3.216 -2.611
H -6.535 -3.040 -0.749
H -7.759 -5.271 -0.840
H -9.876 -4.617 -1.680
H -9.268 -3.232 -2.391
H -10.467 -2.638 -0.405
H -8.970 -1.921 -0.540
H -9.893 -2.240 2.168
H -8.160 -2.072 1.701
H -8.702 -3.229 2.972
C 1.096 -5.475 1.830
O 1.420 -5.726 3.152
C 2.503 -4.955 3.686
C 3.116 -5.819 4.792
N 2.315 -5.983 6.030
C 3.175 -6.774 7.007
C 2.685 -6.971 8.490
O 2.942 -6.016 9.470
C 4.258 -5.411 9.614
H 0.315 -5.988 1.268
H 1.869 -5.543 1.064
H 0.810 -4.426 1.764
H 1.969 -4.071 4.034
H 3.259 -4.599 2.986
H 4.045 -5.254 4.861
H 3.464 -6.804 4.482
H 1.407 -6.408 5.903
H 4.263 -6.814 7.049
H 2.907 -7.707 6.510
H 3.017 -7.944 8.851
H 1.620 -7.204 8.525
H 4.517 -4.490 9.091
H 5.088 -6.117 9.585
H 4.154 -5.024 10.628
C -4.920 2.446 -14.362
O -4.000 2.242 -13.266
C -4.585 1.942 -12.000
C -3.594 0.925 -11.388
N -3.864 0.687 -10.010
C -2.946 -0.347 -9.435
C -3.233 -0.712 -7.871
O -2.876 0.237 -6.902
C -3.133 -0.040 -5.531
H -4.390 2.552 -15.309
H -5.554 3.331 -14.322
H -5.660 1.660 -14.515
H -5.609 1.572 -11.962
H -4.654 2.771 -11.296
H -2.619 1.301 -11.698
H -3.640 -0.017 -11.935
H -3.621 1.501 -9.463
H -1.926 0.036 -9.467
H -2.934 -1.245 -10.052
H -2.741 -1.642 -7.588
H -4.321 -0.778 -7.846
H -3.141 -1.091 -5.242
H -4.044 0.416 -5.144
H -2.454 0.517 -4.885
C 4.263 8.387 -1.977
O 3.819 7.427 -0.979
C 2.652 6.851 -1.427
C 2.029 5.851 -0.400
N 3.046 5.060 0.159
C 2.616 4.205 1.238
C 3.828 3.828 2.248
O 3.892 4.549 3.524
C 4.254 5.922 3.304
H 5.093 9.000 -1.624
H 3.488 9.058 -2.348
H 4.573 7.721 -2.782
H 2.882 6.233 -2.295
H 1.870 7.573 -1.662
H 1.359 5.283 -1.046
H 1.528 6.474 0.340
H 3.751 5.765 0.318
H 2.466 3.247 0.740
H 1.670 4.435 1.727
H 4.830 3.931 1.830
H 3.860 2.796 2.596
H 3.780 6.498 4.099
H 3.861 6.416 2.415
H 5.328 6.102 3.362
C 6.628 0.975 3.019
O 6.981 0.030 2.044
C 5.984 -0.464 1.180
C 6.567 -1.694 0.465
N 5.947 -1.775 -0.864
C 4.711 -2.595 -0.944
C 4.314 -2.722 -2.417
O 4.738 -3.990 -2.909
C 5.233 -3.831 -4.201
H 5.656 0.797 3.479
H 6.813 2.020 2.770
H 7.367 0.980 3.819
H 5.568 0.342 0.575
H 5.134 -0.873 1.725
H 6.416 -2.562 1.107
H 7.648 -1.559 0.439
H 6.683 -2.273 -1.345
H 3.986 -1.906 -0.511
H 4.866 -3.481 -0.328
H 4.831 -1.891 -2.897
H 3.249 -2.639 -2.632
H 4.560 -3.359 -4.917
H 5.378 -4.808 -4.662
H 6.233 -3.403 -4.274
C -1.808 2.539 1.545
O -1.926 3.442 2.630
C -0.882 3.477 3.693
C -1.231 4.666 4.706
N -1.250 6.032 4.018
C 0.073 6.765 3.926
C 0.273 7.792 5.118
O 1.466 8.217 4.749
C 2.075 9.196 5.641
H -0.765 2.289 1.352
H -2.178 3.075 0.671
H -2.421 1.642 1.641
H 0.086 3.618 3.214
H -0.848 2.501 4.178
H -0.825 4.759 5.714
H -2.278 4.493 4.954
H -1.535 5.891 3.059
H 0.169 7.268 2.964
H 0.811 5.963 3.921
H 0.302 7.283 6.082
H -0.435 8.614 5.010
H 3.146 9.156 5.446
H 1.853 8.741 6.607
H 1.577 10.162 5.552
C 1.514 0.623 2.911
O 1.689 -0.173 1.762
C 1.376 -1.499 1.729
C -0.211 -1.729 1.475
N -0.862 -0.692 0.726
C -2.156 -0.975 0.098
C -2.060 -1.958 -1.006
O -0.901 -1.882 -1.846
C -0.544 -0.694 -2.444
H 0.484 0.868 3.170
H 2.022 1.575 2.754
H 1.989 0.092 3.736
H 1.757 -2.193 2.478
H 1.841 -2.063 0.920
H -0.659 -1.844 2.462
H -0.349 -2.721 1.045
H -0.152 -0.202 0.201
H -2.512 0.037 -0.095
H -2.761 -1.279 0.952
H -2.996 -1.872 -1.559
H -2.007 -2.977 -0.623
H -0.515 0.135 -1.737
H -1.303 -0.429 -3.180
H 0.353 -0.833 -3.048
*
```

## Properties
HOMO (spin up / spin down) = -0.35536 / -0.35536 hartree
electronic energy = -84325.554 eV
ΔE to the lowest compared entry with this formula, charge and spin = 105.7 kcal/mol
LUMO (spin up / spin down) = -2.92 / -7.83 eV



(5)
# C8H24BeN2O14

A structure of composition C8H24BeN2O14 (ωB97M-V/def2-TZVPD, the Open Molecules 2025 dataset).

Geometry as ORCA input:
```
! RIJCOSX wB97M-V def2-TZVPD def2/J DEFGRID3
* xyz 0 1
Be 0.151 0.786 0.524
N -4.735 4.452 -0.491
O -4.152 3.370 -0.291
O -4.700 5.309 0.358
O -5.175 4.715 -1.607
N 1.230 6.087 1.293
O 1.416 7.295 1.301
O 1.267 5.452 2.293
O 0.974 5.526 0.226
C -0.971 0.075 -5.984
C -0.723 0.585 -7.365
O -1.332 1.820 -7.520
O -0.466 0.938 -4.998
H -0.566 -0.928 -5.849
H -2.043 -0.001 -5.802
H -1.116 -0.137 -8.080
H 0.341 0.775 -7.509
H -1.859 1.804 -8.323
H -0.634 1.794 -5.399
C 5.387 0.558 -0.837
C 5.289 -0.966 -0.804
O 3.896 -1.451 -1.082
O 4.697 1.034 0.272
H 4.760 0.822 -1.689
H 6.401 0.922 -1.004
H 5.687 -1.346 0.137
H 5.950 -1.247 -1.623
H 3.877 -2.410 -1.117
H 5.185 1.790 0.606
C 0.824 -0.093 6.004
C 1.511 -1.396 5.701
O 2.278 -1.493 4.564
O -0.156 0.179 4.974
H 1.581 0.671 6.184
H 0.268 -0.260 6.927
H 0.797 -2.188 5.475
H 2.159 -1.818 6.469
H 3.182 -1.716 4.797
H -0.671 0.880 5.379
C -3.259 -4.236 1.374
C -4.644 -3.711 1.602
O -5.605 -4.614 2.044
O -2.681 -3.430 0.391
H -3.156 -5.307 1.198
H -2.696 -3.905 2.247
H -5.187 -3.435 0.698
H -4.551 -2.744 2.096
H -5.166 -5.097 2.748
H -2.860 -3.711 -0.509
*
```

## Properties
HOMO = -0.31925 hartree
electronic energy = -40710.341 eV
ΔE to the lowest compared entry with this formula, charge and spin = 256.4 kcal/mol
LUMO = -6.40 eV



(6)
# C44H57F21IN2O18P3

A cluster of 8 separate species, C44H57F21IN2O18P3 in total (ωB97M-V/def2-TZVPD, the Open Molecules 2025 dataset).

Geometry as ORCA input:
```
! RIJCOSX wB97M-V def2-TZVPD def2/J DEFGRID3
* xyz 0 1
C 3.297 4.354 1.912
C 4.871 4.434 2.171
C 5.479 3.080 2.683
C 5.568 1.952 1.590
N 5.679 0.584 2.207
C 4.825 -0.273 1.425
C 5.136 -0.696 0.164
P 6.735 -0.226 -0.697
N 7.973 -0.488 0.286
C 4.156 -1.591 -0.672
O 4.539 -2.446 -1.432
C 2.640 -1.271 -0.430
C 1.625 -1.370 -1.457
C 0.219 -1.006 -1.164
I -1.230 -1.180 -2.756
C -0.123 -0.536 0.188
P -1.867 0.006 0.664
C -3.151 -1.267 0.159
C -2.107 1.612 -0.319
C 0.915 -0.464 1.257
P 0.368 0.131 2.958
O -0.172 -1.180 3.913
O 1.583 1.005 3.740
C 2.298 -0.829 0.949
C 3.453 -0.773 2.008
O 3.300 -1.121 3.146
H 2.826 3.956 2.847
H 2.962 5.405 1.683
H 3.036 3.745 1.011
H 4.987 5.180 3.010
H 5.379 4.874 1.277
H 4.846 2.713 3.531
H 6.501 3.281 3.100
H 6.417 2.181 0.893
H 4.619 1.999 0.989
H 6.652 0.265 2.205
H 6.681 1.139 -1.129
H 6.856 -1.074 -1.848
H 8.585 -1.180 -0.151
H 1.910 -1.711 -2.475
H -3.973 -1.336 0.925
H -2.707 -2.290 0.083
H -3.595 -0.966 -0.825
H -2.314 2.445 0.409
H -2.988 1.538 -1.007
H -1.197 1.900 -0.898
H -0.714 -1.693 3.278
H 1.793 0.568 4.594
C -1.626 5.820 -5.549
C -2.680 5.738 -4.465
O -2.127 5.186 -3.259
C -1.474 6.043 -2.466
O -1.322 7.208 -2.696
C -0.986 5.328 -1.205
F -0.438 4.129 -1.478
F -1.995 5.104 -0.343
F -0.063 6.030 -0.540
H -1.164 4.843 -5.710
H -2.064 6.163 -6.487
H -0.827 6.509 -5.269
H -3.478 5.063 -4.777
H -3.137 6.710 -4.273
C -6.478 -2.626 -4.816
C -5.134 -1.930 -4.851
O -5.230 -0.678 -5.552
C -5.677 0.360 -4.835
O -5.994 0.307 -3.683
C -5.682 1.629 -5.688
F -6.178 1.416 -6.919
F -4.435 2.116 -5.853
F -6.411 2.608 -5.142
H -6.876 -2.742 -5.826
H -6.390 -3.611 -4.355
H -7.203 -2.044 -4.252
H -4.417 -2.542 -5.401
H -4.729 -1.783 -3.848
C 2.854 -4.171 1.166
C 3.658 -5.406 0.817
O 3.787 -6.268 1.962
C 2.757 -7.086 2.198
O 1.760 -7.140 1.537
C 3.053 -7.970 3.410
F 3.595 -7.275 4.431
F 3.924 -8.949 3.104
F 1.955 -8.564 3.889
H 3.289 -3.660 2.028
H 2.824 -3.482 0.323
H 1.828 -4.432 1.435
H 4.669 -5.117 0.529
H 3.224 -5.944 -0.027
C 5.113 -5.524 6.273
C 6.308 -6.435 6.462
O 7.337 -5.777 7.220
C 7.193 -5.801 8.548
O 6.283 -6.319 9.128
C 8.380 -5.109 9.222
F 8.710 -3.955 8.615
F 9.479 -5.886 9.200
F 8.137 -4.815 10.505
H 5.420 -4.576 5.825
H 4.370 -5.992 5.633
H 4.645 -5.286 7.231
H 6.743 -6.677 5.491
H 6.024 -7.379 6.931
C -1.706 0.067 -8.782
C -0.454 -0.752 -9.020
O 0.626 -0.282 -8.196
C 0.646 -0.737 -6.940
O -0.164 -1.489 -6.478
C 1.873 -0.190 -6.203
F 2.069 1.119 -6.437
F 2.999 -0.819 -6.587
F 1.789 -0.330 -4.873
H -1.502 1.130 -8.927
H -2.501 -0.238 -9.464
H -2.064 -0.052 -7.758
H -0.129 -0.636 -10.054
H -0.631 -1.816 -8.856
C -12.605 1.119 -4.290
C -11.631 1.606 -3.237
O -11.044 0.496 -2.535
C -10.004 -0.091 -3.133
O -9.547 0.238 -4.190
C -9.455 -1.217 -2.256
F -10.426 -1.983 -1.730
F -8.746 -0.738 -1.218
F -8.641 -2.040 -2.934
H -13.356 0.464 -3.843
H -13.109 1.961 -4.766
H -12.094 0.540 -5.061
H -12.159 2.200 -2.492
H -10.857 2.244 -3.668
C 0.076 2.468 6.830
C -0.480 3.486 7.804
O 0.034 4.797 7.516
C -0.596 5.475 6.550
O -1.532 5.065 5.927
C 0.025 6.863 6.386
F 1.369 6.826 6.396
F -0.348 7.689 7.382
F -0.336 7.451 5.239
H 1.168 2.498 6.825
H -0.250 1.462 7.097
H -0.253 2.679 5.810
H -0.157 3.242 8.817
H -1.571 3.489 7.805
*
```

## Properties
HOMO = -0.26629 hartree
electronic energy = -179419.913 eV
SMILES string = CCCCNC1=C([PH2]=N)C(=O)c2cc(I)c(P(C)C)c(P(O)O)c2C1=O.CCOC(=O)C(F)(F)F.CCOC(=O)C(F)(F)F.CCOC(=O)C(F)(F)F.CCOC(=O)C(F)(F)F.CCOC(=O)C(F)(F)F.CCOC(=O)C(F)(F)F.CCOC(=O)C(F)(F)F
LUMO = -1.43 eV



(7)
# C7H14N2

A cluster of 2 separate species, C7H14N2 in total (ωB97M-V/def2-TZVPD, the Open Molecules 2025 dataset).

Geometry as ORCA input:
```
! RIJCOSX wB97M-V def2-TZVPD def2/J DEFGRID3
* xyz 0 1
C -1.646 1.528 0.596
C -1.279 2.948 0.177
C -1.019 1.127 1.927
H -2.735 1.479 0.631
H -1.435 0.888 -0.257
H -0.210 3.058 -0.025
H -1.559 1.500 2.790
H -0.920 0.043 1.955
H -1.546 3.701 0.921
H -1.780 3.221 -0.755
H 0.006 1.501 1.877
C 1.684 -2.612 0.811
C 0.947 -0.120 -1.646
C 1.377 -1.853 -0.427
C 0.999 -2.332 -1.643
N 1.335 -0.492 -0.469
N 0.711 -1.223 -2.414
H 0.730 0.861 -2.034
H 0.272 -1.283 -3.315
H 0.888 -3.279 -2.145
H 2.561 -2.433 1.417
H 1.779 -3.670 0.547
H 0.838 -2.558 1.484
*
```

## Properties
HOMO = -0.31979 hartree
electronic energy = -10466.065 eV
ΔE to the lowest compared entry with this formula, charge and spin = 7.0 kcal/mol
SMILES string = Cc1c[nH]cn1.CCC
LUMO = 0.87 eV